Record 1
C35H42Cl2N13O3Sn | ωB97M-V with the def2-TZVPD basis set

```
! wB97M-V def2-TZVPD RIJCOSX def2/J DEFGRID3
* xyz -1 1
Sn 0.552 -1.419 -0.168
Cl 0.154 -6.218 -5.068
C 0.788 -4.934 -4.082
C 0.365 -4.840 -2.763
C 0.849 -3.828 -1.943
N 0.467 -3.612 -0.608
C -0.023 -4.590 0.165
O -0.365 -5.729 -0.163
C -0.164 -4.240 1.640
C -1.099 -4.943 2.394
C -1.236 -4.641 3.736
C -0.426 -3.658 4.286
C 0.491 -3.025 3.462
N 0.623 -3.305 2.167
C 1.781 -2.901 -2.464
C 2.188 -3.007 -3.784
C 1.692 -4.020 -4.592
Cl 2.233 -4.109 -6.242
N 2.202 -1.876 -1.585
C 3.465 -1.424 -1.652
O 4.331 -1.731 -2.471
C 3.879 -0.451 -0.558
C 5.209 -0.048 -0.495
C 5.586 0.828 0.508
C 4.630 1.277 1.409
C 3.327 0.825 1.266
N 2.966 -0.020 0.303
H -0.336 -5.557 -2.372
H -1.688 -5.705 1.904
H -1.965 -5.161 4.346
H -0.493 -3.386 5.331
H 1.137 -2.249 3.859
H 2.901 -2.308 -4.186
H 5.899 -0.436 -1.229
H 6.614 1.159 0.588
H 4.882 1.961 2.208
H 2.541 1.138 1.945
C 0.925 1.905 -2.892
N 1.597 2.618 -1.819
C 3.045 2.564 -1.875
C 0.908 2.925 -0.680
N -0.262 2.415 -0.484
C -1.249 3.099 0.223
C -1.402 4.487 0.145
C -2.480 5.142 0.721
C -3.451 4.412 1.390
C -3.324 3.031 1.468
C -2.248 2.359 0.893
N -2.123 0.971 1.048
C -2.910 0.153 0.439
N -3.651 0.429 -0.686
C -3.225 1.421 -1.652
C -5.006 -0.048 -0.837
N -3.036 -1.134 0.910
C -3.195 -2.274 0.030
C -2.720 -1.440 2.285
N 1.577 3.769 0.195
C 2.232 4.967 -0.278
C 1.285 3.747 1.610
H 1.373 2.196 -3.844
H 1.025 0.823 -2.773
H -0.132 2.149 -2.899
H 3.355 1.600 -2.281
H 3.473 2.673 -0.881
H 3.452 3.347 -2.524
H -0.669 5.056 -0.418
H -2.565 6.219 0.634
H -4.302 4.907 1.842
H -4.070 2.439 1.988
H -2.144 1.539 -1.597
H -3.706 2.393 -1.490
H -3.471 1.058 -2.652
H -5.288 -0.664 0.014
H -5.123 -0.637 -1.752
H -5.697 0.802 -0.890
H -3.113 -1.963 -1.007
H -4.154 -2.780 0.189
H -2.398 -3.001 0.218
H -1.781 -1.997 2.372
H -3.516 -2.047 2.729
H -2.627 -0.508 2.837
H 2.221 4.999 -1.365
H 3.271 5.020 0.063
H 1.708 5.856 0.096
H 0.919 2.767 1.905
H 0.550 4.507 1.900
H 2.214 3.940 2.156
N -0.080 0.246 4.269
N 0.276 0.567 2.915
H -0.935 -0.305 4.294
H -0.276 1.117 4.744
H -0.543 0.617 2.304
H 0.849 -0.194 2.567
O -1.548 -0.196 -3.962
C -1.109 -0.694 -2.971
N -0.686 -1.183 -1.976
*
```

Values from the calculation:
Frontier orbital gap, eV: 7.27
Highest occupied orbital energy, eV: -4.91
Energy above the lowest of the compared OMol25 structures with the same formula, charge and spin, kJ/mol: 4.65
LUMO energy, hartree: 0.08662

Record 2
C35H42ClF6N4O2PS2 | ωB97M-V with the def2-TZVPD basis set

```
! wB97M-V def2-TZVPD RIJCOSX def2/J DEFGRID3
* xyz 0 1
C 3.382 0.895 3.073
C 3.722 1.358 1.877
C 3.436 0.753 0.503
C 2.136 -0.126 0.383
C 1.045 0.777 0.975
C -0.050 0.396 1.760
C -1.010 1.280 2.234
C -0.926 2.639 1.950
C 0.148 3.031 1.167
C 1.074 2.140 0.699
N 2.566 -1.415 1.016
C 1.703 -2.200 1.964
C 0.561 -3.007 1.343
C -0.011 -4.080 2.334
Cl 0.180 -3.646 4.063
C 3.251 -2.272 -0.025
N 3.377 -3.702 0.203
C 2.788 -1.671 -1.383
C 2.692 -2.591 -2.627
C 2.049 -3.984 -2.440
O 3.100 -4.968 -2.426
C 1.700 -0.526 -1.115
C 2.003 0.481 -2.246
C 0.883 1.488 -2.627
C -0.416 0.892 -3.244
S -1.716 1.146 -1.995
C -3.120 0.152 -2.403
S -3.063 -0.845 -3.698
N -4.305 0.182 -1.608
C -4.272 -0.772 -0.524
C -5.396 -1.578 -0.356
C -5.444 -2.535 0.630
C -4.381 -2.731 1.516
C -3.284 -1.895 1.363
C -3.221 -0.941 0.363
C -4.710 1.512 -1.193
C -5.874 2.020 -1.758
C -6.362 3.261 -1.399
C -5.701 4.040 -0.458
C -4.534 3.551 0.109
C -4.066 2.300 -0.257
O 0.335 -0.878 -0.888
C -0.157 -1.832 -1.623
N -0.603 -2.598 -2.400
H 2.828 -0.029 3.260
H 3.712 1.434 3.964
H 4.322 2.274 1.869
H 3.434 1.596 -0.196
H 4.350 0.190 0.220
H -0.218 -0.651 2.007
H -1.856 0.915 2.821
H -1.685 3.334 2.304
H 0.233 4.087 0.902
H 1.843 2.587 0.068
H 3.383 -1.262 1.616
H 1.344 -1.571 2.786
H 2.363 -2.921 2.476
H 0.863 -3.589 0.459
H -0.306 -2.414 1.021
H -1.093 -4.133 2.151
H 0.384 -5.068 2.077
H 4.307 -1.936 0.007
H 3.805 -3.872 1.112
H 4.055 -4.068 -0.464
H 3.639 -1.027 -1.657
H 3.729 -2.777 -2.954
H 2.202 -2.117 -3.488
H 1.452 -4.204 -3.341
H 1.365 -4.081 -1.589
H 2.804 -5.745 -2.911
H 2.895 1.095 -2.049
H 2.259 -0.012 -3.198
H 1.319 2.122 -3.417
H 0.587 2.186 -1.833
H -0.338 -0.133 -3.627
H -0.696 1.513 -4.110
H -6.244 -1.434 -1.027
H -6.311 -3.188 0.748
H -4.433 -3.488 2.297
H -2.468 -2.036 2.081
H -2.330 -0.314 0.284
H -6.419 1.406 -2.478
H -7.292 3.601 -1.858
H -6.087 5.020 -0.174
H -4.015 4.140 0.866
H -3.159 1.950 0.245
F 4.614 4.998 1.202
P 3.152 5.570 1.701
F 3.034 4.143 2.533
F 4.096 6.906 1.813
F 2.541 4.710 0.412
F 2.029 6.587 1.056
F 2.557 6.035 3.162
*
```

Values from the calculation:
Frontier orbital gap, eV: 7.75
Highest occupied orbital energy, eV: -8.62
LUMO energy, hartree: -0.03189

Record 3
C35H42F3FeN5O2S | ωB97M-V with the def2-TZVPD basis set

```
! wB97M-V def2-TZVPD RIJCOSX def2/J DEFGRID3
* xyz -1 6
Fe 0.344 0.254 0.916
C -0.791 1.135 -3.038
C -1.642 0.535 -1.920
C -3.049 1.138 -1.921
C -1.704 -0.979 -1.980
C -2.160 -1.579 -3.146
C -2.321 -2.952 -3.247
C -1.992 -3.736 -2.150
C -1.506 -3.184 -0.971
C -1.054 -4.130 0.132
C -0.111 -5.221 -0.390
C -2.234 -4.799 0.840
C -1.374 -1.774 -0.856
N -0.905 -1.170 0.304
C -1.552 -1.499 1.506
C -1.030 -1.097 2.766
C -1.694 -1.126 4.004
C -0.826 -0.489 4.923
C 0.299 -0.094 4.209
N 0.198 -0.474 2.902
C 1.513 0.662 4.696
C 2.788 -0.109 4.336
C 1.459 0.841 6.213
C 1.566 2.049 4.040
H -0.682 2.213 -2.906
H -1.243 0.961 -4.019
H 0.206 0.687 -3.047
H -1.178 0.808 -0.972
H -3.576 0.888 -2.846
H -3.003 2.227 -1.841
H -3.638 0.756 -1.085
H -2.419 -0.951 -3.993
H -2.693 -3.402 -4.159
H -2.096 -4.814 -2.219
H -0.516 -3.536 0.873
H -0.639 -5.936 -1.027
H 0.314 -5.783 0.445
H 0.713 -4.816 -0.980
H -2.821 -5.388 0.128
H -2.894 -4.063 1.295
H -1.883 -5.473 1.626
H -2.561 -1.896 1.502
H -2.665 -1.561 4.198
H -0.992 -0.349 5.981
H 2.807 -1.077 4.843
H 3.680 0.457 4.628
H 2.833 -0.296 3.263
H 1.410 -0.125 6.721
H 0.583 1.423 6.508
H 2.350 1.371 6.564
H 1.625 1.973 2.952
H 2.438 2.611 4.391
H 0.666 2.619 4.283
F 0.720 5.557 -0.471
C -0.370 4.978 -0.996
F 0.006 4.414 -2.148
F -1.209 5.985 -1.328
C -1.017 4.014 -0.043
C -2.327 4.204 0.356
C -2.926 3.324 1.248
C -2.160 2.276 1.733
N -0.894 2.108 1.377
C -0.312 2.920 0.484
S 1.290 2.394 0.028
H -2.890 5.036 -0.044
H -3.956 3.445 1.551
H -2.544 1.539 2.432
C 2.248 -0.937 0.587
H 3.010 -0.257 0.948
H 2.079 -1.835 1.164
O 2.015 3.660 -5.036
C 3.031 3.320 -4.117
N 2.729 2.154 -3.328
C 2.947 0.923 -3.863
O 3.400 0.750 -4.983
C 2.548 -0.233 -2.989
C 1.952 -1.348 -3.564
C 1.471 -2.323 -2.700
C 1.614 -2.195 -1.343
N 2.240 -1.119 -0.785
C 2.702 -0.141 -1.629
H 1.928 2.924 -5.654
H 3.146 4.172 -3.453
H 3.968 3.120 -4.638
H 2.034 2.249 -2.590
H 1.837 -1.410 -4.636
H 0.942 -3.192 -3.069
H 1.210 -2.896 -0.630
H 3.192 0.686 -1.143
*
```

Values from the calculation:
Frontier orbital gap (alpha / beta), eV: 4.18 / 6.51
Highest occupied orbital energy (alpha / beta), eV: -1.79 / -4.13
LUMO energy (alpha / beta), hartree: 0.08809 / 0.08743
⟨S²⟩: 8.8559